Density functional theory data (the ωB97M-V functional and the def2-TZVPD basis) for a molecular structure, C24H14Cl33FNO3.

Geometry as XYZ:
```
76
Properties=species:S:1:pos:R:3
C 8.4985 2.0666 2.3156
C 8.3021 0.6114 1.5858
F 8.7976 0.7823 0.1688
N 6.8477 0.1681 1.4475
C 6.5997 -0.9325 0.3945
C 5.0957 -1.5103 0.0735
C 3.8187 -0.9079 0.9064
C 2.3199 -1.5125 0.5045
O 2.1771 -1.8275 -0.8132
O 1.2315 -1.7517 1.4650
C -0.0458 -2.0579 0.8022
C -0.7783 -0.7391 0.1092
O -0.3823 -0.2037 -1.0758
C -2.1051 0.0137 0.7913
C -2.1929 0.5070 2.3544
C -3.5886 1.2781 2.8530
C -4.8579 1.5564 1.8478
C -4.7719 1.0493 0.2761
C -3.3814 0.3028 -0.2040
C 4.0946 0.2441 2.0398
Cl 2.6742 0.9591 3.0483
C 5.6839 0.7214 2.2502
H 8.0690 2.8877 1.5645
H 9.6705 2.2755 2.3480
H 8.0126 2.1105 3.3798
H 8.9804 -0.2538 2.0379
H 7.4850 -1.3961 -0.2583
H 4.9316 -2.3303 -0.7454
H -0.7912 -2.4025 1.6687
H -0.0027 -2.9712 0.0543
H -1.2930 0.3100 3.0764
H -3.6208 1.6245 3.9937
H -5.8126 2.1157 2.2348
H -5.6589 1.2578 -0.4689
H -3.3202 -0.0468 -1.3191
H 5.8607 1.5590 3.0818
C 0.2874 3.9599 1.1775
Cl 0.2051 2.4453 0.2427
Cl 0.9725 5.2507 0.1580
Cl -1.3509 4.4239 1.7020
Cl 1.3231 3.7198 2.6073
C 9.2874 -4.3450 -0.7030
Cl 8.2288 -5.6784 -1.2281
Cl 10.2561 -4.8715 0.6967
Cl 10.3740 -3.8879 -2.0390
Cl 8.2909 -2.9420 -0.2415
C 0.2874 -3.5819 -3.5139
Cl 1.2181 -5.0151 -3.0094
Cl 1.3990 -2.2147 -3.7782
Cl -0.5825 -3.9410 -5.0267
Cl -0.8848 -3.1568 -2.2412
C 2.0874 -3.6996 -8.2198
Cl 0.8659 -4.8809 -8.7552
Cl 3.7168 -4.3782 -8.4633
Cl 1.9204 -2.2009 -9.1687
Cl 1.8467 -3.3383 -6.4918
C -4.5126 6.8326 0.9302
Cl -5.1070 8.4137 1.4970
Cl -4.1727 5.7881 2.3332
Cl -5.7511 6.0652 -0.0952
Cl -3.0194 7.0633 -0.0140
C -6.9126 3.2129 -3.2058
Cl -6.3037 2.2489 -1.8367
Cl -6.7869 2.2597 -4.7059
Cl -8.6171 3.6440 -2.9172
Cl -5.9426 4.6991 -3.3636
C -5.8171 -2.8825 1.6215
Cl -5.4306 -4.6201 1.6993
Cl -4.3063 -1.9405 1.5517
Cl -6.7890 -2.5549 0.1646
Cl -6.7424 -2.4145 3.0704
C -10.0171 -0.2078 3.1553
Cl -10.6115 1.3733 3.7221
Cl -9.6772 -1.2523 4.5583
Cl -11.2556 -0.9752 2.1298
Cl -8.5239 0.0228 2.2111
```

Output
- Gap between HOMO and LUMO: 4.900 eV
- Net charge: +1
- 2S+1: 1
- Electronic energy: -16488.48794 hartree

---

Density functional theory data (the ωB97M-V functional and the def2-TZVPD basis) for a molecular structure, C24H14Co2LiO6.

Geometry as XYZ:
```
47
Properties=species:S:1:pos:R:3
O 5.3004 2.3222 0.3572
C 4.2548 2.0124 0.7360
Co 2.6282 1.5585 1.2764
C 2.3926 3.1766 1.9361
O 2.2335 4.2407 2.3499
C 1.6162 1.6047 -0.1836
O 0.9575 1.6214 -1.1307
C 1.4341 0.8786 2.7520
C 0.2104 0.2969 2.5400
C -1.1445 0.5887 2.8016
C -2.1555 -0.4219 2.3357
C -3.4807 -0.0309 2.1442
C -4.4634 -0.9678 1.8311
C -4.1086 -2.2939 1.5571
C -2.7708 -2.6868 1.6416
C -1.8282 -1.7761 2.1601
Co 1.5536 -0.6837 1.8621
C 3.1804 -0.6071 0.9829
O 4.1012 -1.1202 0.4711
C 0.6478 -1.2906 0.4855
O 0.0231 -1.7320 -0.3828
C 1.7573 -2.2032 2.7746
O 1.8200 -3.2172 3.3443
H 1.7547 1.2131 3.7505
H -1.4334 1.6310 2.5596
H -3.7427 1.0265 2.2637
H -5.5017 -0.6510 1.7374
H -4.8708 -3.0084 1.2299
H -2.4525 -3.6838 1.3385
H -0.8456 -2.1537 2.4651
C -3.5019 2.0555 5.4761
Li -3.2373 -2.6418 3.7816
C -2.2809 2.4092 4.9412
C -1.4462 1.2142 4.7149
C -2.1797 0.1365 5.3807
C -3.4785 0.6214 5.7048
C -4.4696 -0.3173 6.0704
C -4.1355 -1.6724 6.1716
C -2.8149 -2.1142 5.9680
C -1.8189 -1.2067 5.5451
H -4.4166 2.6615 5.6224
H -1.9521 3.4346 4.7121
H -0.3517 1.2651 4.7695
H -5.4847 0.0296 6.2572
H -4.8951 -2.4141 6.4659
H -2.5491 -3.1674 6.1366
H -0.7837 -1.5094 5.3759
```

Output
- Gap between HOMO and LUMO: 5.732 eV
- Net charge: +1
- 2S+1: 1
- Electronic energy: -4147.13071 hartree

---

- Which value of electronic energy does entry 2 give?
  -4147.13071 hartree

---

Copy entry 1 word for word.
Density functional theory data (the ωB97M-V functional and the def2-TZVPD basis) for a molecular structure, C24H14Cl33FNO3.

Geometry as XYZ:
```
76
Properties=species:S:1:pos:R:3
C 8.4985 2.0666 2.3156
C 8.3021 0.6114 1.5858
F 8.7976 0.7823 0.1688
N 6.8477 0.1681 1.4475
C 6.5997 -0.9325 0.3945
C 5.0957 -1.5103 0.0735
C 3.8187 -0.9079 0.9064
C 2.3199 -1.5125 0.5045
O 2.1771 -1.8275 -0.8132
O 1.2315 -1.7517 1.4650
C -0.0458 -2.0579 0.8022
C -0.7783 -0.7391 0.1092
O -0.3823 -0.2037 -1.0758
C -2.1051 0.0137 0.7913
C -2.1929 0.5070 2.3544
C -3.5886 1.2781 2.8530
C -4.8579 1.5564 1.8478
C -4.7719 1.0493 0.2761
C -3.3814 0.3028 -0.2040
C 4.0946 0.2441 2.0398
Cl 2.6742 0.9591 3.0483
C 5.6839 0.7214 2.2502
H 8.0690 2.8877 1.5645
H 9.6705 2.2755 2.3480
H 8.0126 2.1105 3.3798
H 8.9804 -0.2538 2.0379
H 7.4850 -1.3961 -0.2583
H 4.9316 -2.3303 -0.7454
H -0.7912 -2.4025 1.6687
H -0.0027 -2.9712 0.0543
H -1.2930 0.3100 3.0764
H -3.6208 1.6245 3.9937
H -5.8126 2.1157 2.2348
H -5.6589 1.2578 -0.4689
H -3.3202 -0.0468 -1.3191
H 5.8607 1.5590 3.0818
C 0.2874 3.9599 1.1775
Cl 0.2051 2.4453 0.2427
Cl 0.9725 5.2507 0.1580
Cl -1.3509 4.4239 1.7020
Cl 1.3231 3.7198 2.6073
C 9.2874 -4.3450 -0.7030
Cl 8.2288 -5.6784 -1.2281
Cl 10.2561 -4.8715 0.6967
Cl 10.3740 -3.8879 -2.0390
Cl 8.2909 -2.9420 -0.2415
C 0.2874 -3.5819 -3.5139
Cl 1.2181 -5.0151 -3.0094
Cl 1.3990 -2.2147 -3.7782
Cl -0.5825 -3.9410 -5.0267
Cl -0.8848 -3.1568 -2.2412
C 2.0874 -3.6996 -8.2198
Cl 0.8659 -4.8809 -8.7552
Cl 3.7168 -4.3782 -8.4633
Cl 1.9204 -2.2009 -9.1687
Cl 1.8467 -3.3383 -6.4918
C -4.5126 6.8326 0.9302
Cl -5.1070 8.4137 1.4970
Cl -4.1727 5.7881 2.3332
Cl -5.7511 6.0652 -0.0952
Cl -3.0194 7.0633 -0.0140
C -6.9126 3.2129 -3.2058
Cl -6.3037 2.2489 -1.8367
Cl -6.7869 2.2597 -4.7059
Cl -8.6171 3.6440 -2.9172
Cl -5.9426 4.6991 -3.3636
C -5.8171 -2.8825 1.6215
Cl -5.4306 -4.6201 1.6993
Cl -4.3063 -1.9405 1.5517
Cl -6.7890 -2.5549 0.1646
Cl -6.7424 -2.4145 3.0704
C -10.0171 -0.2078 3.1553
Cl -10.6115 1.3733 3.7221
Cl -9.6772 -1.2523 4.5583
Cl -11.2556 -0.9752 2.1298
Cl -8.5239 0.0228 2.2111
```

Output
- Gap between HOMO and LUMO: 4.900 eV
- Net charge: +1
- 2S+1: 1
- Electronic energy: -16488.48794 hartree

---

Copy entry 1 word for word.
Density functional theory data (the ωB97M-V functional and the def2-TZVPD basis) for a molecular structure, C24H14Cl33FNO3.

Geometry as XYZ:
```
76
Properties=species:S:1:pos:R:3
C 8.4985 2.0666 2.3156
C 8.3021 0.6114 1.5858
F 8.7976 0.7823 0.1688
N 6.8477 0.1681 1.4475
C 6.5997 -0.9325 0.3945
C 5.0957 -1.5103 0.0735
C 3.8187 -0.9079 0.9064
C 2.3199 -1.5125 0.5045
O 2.1771 -1.8275 -0.8132
O 1.2315 -1.7517 1.4650
C -0.0458 -2.0579 0.8022
C -0.7783 -0.7391 0.1092
O -0.3823 -0.2037 -1.0758
C -2.1051 0.0137 0.7913
C -2.1929 0.5070 2.3544
C -3.5886 1.2781 2.8530
C -4.8579 1.5564 1.8478
C -4.7719 1.0493 0.2761
C -3.3814 0.3028 -0.2040
C 4.0946 0.2441 2.0398
Cl 2.6742 0.9591 3.0483
C 5.6839 0.7214 2.2502
H 8.0690 2.8877 1.5645
H 9.6705 2.2755 2.3480
H 8.0126 2.1105 3.3798
H 8.9804 -0.2538 2.0379
H 7.4850 -1.3961 -0.2583
H 4.9316 -2.3303 -0.7454
H -0.7912 -2.4025 1.6687
H -0.0027 -2.9712 0.0543
H -1.2930 0.3100 3.0764
H -3.6208 1.6245 3.9937
H -5.8126 2.1157 2.2348
H -5.6589 1.2578 -0.4689
H -3.3202 -0.0468 -1.3191
H 5.8607 1.5590 3.0818
C 0.2874 3.9599 1.1775
Cl 0.2051 2.4453 0.2427
Cl 0.9725 5.2507 0.1580
Cl -1.3509 4.4239 1.7020
Cl 1.3231 3.7198 2.6073
C 9.2874 -4.3450 -0.7030
Cl 8.2288 -5.6784 -1.2281
Cl 10.2561 -4.8715 0.6967
Cl 10.3740 -3.8879 -2.0390
Cl 8.2909 -2.9420 -0.2415
C 0.2874 -3.5819 -3.5139
Cl 1.2181 -5.0151 -3.0094
Cl 1.3990 -2.2147 -3.7782
Cl -0.5825 -3.9410 -5.0267
Cl -0.8848 -3.1568 -2.2412
C 2.0874 -3.6996 -8.2198
Cl 0.8659 -4.8809 -8.7552
Cl 3.7168 -4.3782 -8.4633
Cl 1.9204 -2.2009 -9.1687
Cl 1.8467 -3.3383 -6.4918
C -4.5126 6.8326 0.9302
Cl -5.1070 8.4137 1.4970
Cl -4.1727 5.7881 2.3332
Cl -5.7511 6.0652 -0.0952
Cl -3.0194 7.0633 -0.0140
C -6.9126 3.2129 -3.2058
Cl -6.3037 2.2489 -1.8367
Cl -6.7869 2.2597 -4.7059
Cl -8.6171 3.6440 -2.9172
Cl -5.9426 4.6991 -3.3636
C -5.8171 -2.8825 1.6215
Cl -5.4306 -4.6201 1.6993
Cl -4.3063 -1.9405 1.5517
Cl -6.7890 -2.5549 0.1646
Cl -6.7424 -2.4145 3.0704
C -10.0171 -0.2078 3.1553
Cl -10.6115 1.3733 3.7221
Cl -9.6772 -1.2523 4.5583
Cl -11.2556 -0.9752 2.1298
Cl -8.5239 0.0228 2.2111
```

Output
- Gap between HOMO and LUMO: 4.900 eV
- Net charge: +1
- 2S+1: 1
- Electronic energy: -16488.48794 hartree